Run one
Below is C5H7NS2 in the gas phase, with properties calculated with wB97M-V/def2-TZVPD.

Element x y z (Å)
C (0.3113, -2.2260, 0.3051)
C (0.8010, -0.9311, -0.1898)
S (2.4351, -0.9546, -0.4722)
C (0.0082, 0.2197, -0.2161)
C (-1.4962, 0.0672, 0.0222)
S (-2.5150, -1.1762, -0.5332)
C (0.5363, 1.4455, -0.3524)
N (-0.0965, 2.6707, -0.2234)
H (-0.7973, -2.6126, 0.7468)
H (0.3873, -3.0864, -0.6488)
H (1.3821, -2.3636, 1.0493)
H (-2.1445, 0.9587, 0.5404)
H (1.7166, 1.4107, -0.4655)
H (0.5274, 3.4695, 0.3359)
H (-1.0558, 3.1085, 0.1017)

Frontier orbital gap (Eh): 0.2714
Charge: 0

---

Run two
Below is C5H7NS2 in the gas phase, with properties calculated with wB97M-V/def2-TZVPD.

Element x y z (Å)
S (2.5071, -0.3985, 0.1554)
C (0.8312, 0.0098, -0.2604)
N (0.5730, 1.2549, -0.6892)
C (-0.6951, 1.8451, -0.6296)
C (-1.4099, 1.3729, 0.3665)
C (-1.0584, 0.3651, 1.3877)
C (-0.2704, -0.6805, 0.5913)
S (-1.3924, -1.5455, -0.5746)
H (1.3409, 1.6984, -1.0653)
H (-0.6403, 2.5580, -1.4194)
H (-2.2856, 1.9439, 0.7140)
H (-0.3564, 0.6137, 2.1896)
H (-2.0464, 0.0985, 1.9796)
H (0.1686, -1.4604, 1.2489)
H (-2.4108, -0.6076, -0.8484)

Frontier orbital gap (Eh): 0.2919
Charge: 0

---

What should be chosen as the least stable of them? Choose run one.

---

Run one
Below is 2 unconnected molecules or ions with the total composition C5H11NO3, with properties calculated with wB97M-V/def2-TZVPD.

Element x y z (Å)
C (1.9415, 0.4551, -0.6439)
C (1.1219, 0.3626, 0.6287)
C (0.2610, -1.0679, 0.9115)
N (0.8293, -2.1622, 0.3168)
O (-0.3372, -1.1614, 1.9685)
H (2.5562, -0.4338, -0.8128)
H (1.3072, 0.5904, -1.5243)
H (2.6294, 1.3056, -0.5951)
H (1.7946, 0.3162, 1.4903)
H (0.5542, 1.2802, 0.8029)
H (1.3528, -2.0635, -0.5393)
H (0.6507, -3.0369, 0.7931)
C (-2.2181, 1.2708, 0.3393)
C (-1.4709, 0.6774, -0.8109)
O (-1.1800, 1.2082, -1.8576)
O (-1.4772, -0.7524, -0.7329)
H (-2.1518, 0.6303, 1.2198)
H (-1.7790, 2.2416, 0.5774)
H (-3.2691, 1.3769, 0.0628)
H (-1.1156, -1.0372, -1.5943)

Frontier orbital gap (Eh): 0.3741
Charge: 0

---

Run two
Below is C5H11NO3 in the gas phase, with properties calculated with wB97M-V/def2-TZVPD.

Element x y z (Å)
C (2.3029, -1.3583, 0.0035)
C (2.4501, 0.1655, -0.0599)
C (1.1731, 0.9588, -0.3798)
N (-0.0165, 0.2701, 0.1036)
O (-1.1223, 1.1673, -0.0861)
C (-1.9597, 1.1038, 1.0071)
O (-1.6837, 1.5484, 2.0806)
O (-3.1673, 0.6212, 0.6969)
C (-3.2232, -0.4614, -0.2381)
H (1.3883, -1.6716, 0.5030)
H (3.1260, -1.7752, 0.5858)
H (2.3526, -1.8227, -0.9824)
H (2.8718, 0.5252, 0.8775)
H (3.1784, 0.3959, -0.8394)
H (1.1026, 1.1456, -1.4590)
H (1.2240, 1.9362, 0.0951)
H (-0.1972, -0.5083, -0.5239)
H (-2.3405, -1.0928, -0.1761)
H (-4.0860, -1.0634, 0.0401)
H (-3.3733, -0.0842, -1.2486)

Frontier orbital gap (Eh): 0.3864
Charge: 0

---

What should be chosen as the least stable of them? Choose run two.

---

Run one
Below is 2 unconnected molecules or ions with the total composition C5H11NO3, with properties calculated with wB97M-V/def2-TZVPD.

Element x y z (Å)
C (-2.0894, 2.0498, -0.2571)
N (-2.0598, 0.8194, -0.5392)
C (-1.6126, -0.0982, 0.4771)
O (-1.3243, 0.2432, 1.6431)
O (-2.1562, -1.3230, 0.2765)
H (-2.3638, 2.7479, -1.0396)
H (-1.8955, 2.4359, 0.7466)
H (-2.5149, -1.3564, -0.6225)
C (1.8498, 0.5735, -0.8259)
C (1.1053, -0.3057, 0.1630)
C (1.3807, -1.7987, 0.0355)
O (1.1471, 0.1625, 1.4284)
H (1.5438, 1.6119, -0.7145)
H (1.6976, 0.2411, -1.8510)
H (2.9170, 0.5171, -0.6054)
H (-0.0987, -0.2131, -0.1400)
H (1.2594, -2.1365, -0.9926)
H (2.4056, -1.9923, 0.3547)
H (0.6963, -2.3561, 0.6740)
H (0.1127, 0.1778, 1.7889)

Frontier orbital gap (Eh): 0.3452
Charge: 0

---

Run two
Below is C5H11NO3 in the gas phase, with properties calculated with wB97M-V/def2-TZVPD.

Element x y z (Å)
C (-1.2982, -0.8072, -1.2197)
N (-0.1802, -0.8874, -0.2669)
C (1.2582, -1.1392, -0.8544)
O (1.9024, -2.0030, -0.3365)
O (1.3645, -0.7201, -2.1317)
C (0.3251, 0.5693, 0.5301)
C (-0.7060, 1.6791, 0.3697)
C (0.5128, 0.1595, 1.9932)
O (1.4641, 0.7667, -0.1247)
H (-1.4252, -1.7671, -1.7187)
H (-2.2090, -0.5630, -0.6730)
H (-1.0967, -0.0416, -1.9628)
H (-0.3387, -1.6343, 0.4073)
H (1.5233, 0.2387, -2.0678)
H (-0.3206, 2.5649, 0.8756)
H (-1.6715, 1.4228, 0.8126)
H (-0.8360, 1.9361, -0.6813)
H (1.2043, -0.6824, 2.0462)
H (-0.4353, -0.0901, 2.4785)
H (0.9627, 0.9986, 2.5243)

Frontier orbital gap (Eh): 0.3517
Charge: 0

---

What should be chosen as the least stable of them? Choose run one.

---

Run one
Below is 3 unconnected molecules or ions with the total composition C5H11NO3, with properties calculated with wB97M-V/def2-TZVPD.

Element x y z (Å)
C (1.4858, 1.5268, 2.0808)
C (0.2084, 1.8273, 1.2853)
O (0.4639, 2.1077, -0.0672)
C (-0.6834, 0.6796, 1.3798)
N (-1.3038, -0.2815, 1.3033)
H (1.9745, 0.6487, 1.6609)
H (1.2524, 1.3431, 3.1277)
H (2.1598, 2.3774, 2.0031)
H (-0.3039, 2.7071, 1.6956)
H (0.8688, 1.3075, -0.4592)
C (0.9920, -1.3479, -1.4737)
O (1.2171, -0.4950, -0.6223)
H (0.6313, -1.0800, -2.4765)
H (1.3626, -2.3753, -1.3621)
C (-1.9520, -1.4469, -1.6380)
O (-0.8713, -2.0089, -0.9156)
H (-2.8971, -1.7206, -1.1668)
H (-1.8778, -0.3557, -1.6810)
H (-1.9128, -1.8531, -2.6476)
H (-0.8146, -1.5602, -0.0266)

Frontier orbital gap (Eh): 0.4018
Charge: 0

---

Run two
Below is 2 unconnected molecules or ions with the total composition C5H11NO3, with properties calculated with wB97M-V/def2-TZVPD.

Element x y z (Å)
C (-0.7691, -0.5466, 1.3855)
C (-0.6659, -0.6612, 0.0498)
C (-1.3933, -1.7022, -0.7373)
O (-0.5412, 0.6166, -0.8639)
C (-1.0020, 1.8364, -0.3553)
H (-0.4767, 0.3085, 1.9740)
H (-1.2925, -1.2931, 1.9594)
H (-1.6140, -1.4156, -1.7617)
H (-0.7898, -2.6056, -0.8309)
H (-2.3136, -1.9832, -0.2275)
H (-1.7045, 1.7197, 0.4820)
H (-1.5295, 2.3641, -1.1529)
H (-0.1622, 2.4429, 0.0071)
N (2.1348, 0.7276, 0.7487)
C (2.0401, 0.2778, -0.5318)
O (2.8172, 0.4920, -1.4107)
O (1.2789, -0.9900, -0.5380)
H (2.8094, 1.4541, 0.9228)
H (1.2936, 0.7009, 1.3100)
H (1.8803, -1.7431, -0.4292)

Frontier orbital gap (Eh): 0.3435
Charge: 0

---

Run three
Below is 2 unconnected molecules or ions with the total composition C5H11NO3, with properties calculated with wB97M-V/def2-TZVPD.

Element x y z (Å)
C (0.4024, 1.2885, 1.2812)
N (0.4228, 0.0963, 0.3892)
C (1.4735, -0.3653, -0.1468)
C (2.8354, 0.2662, 0.0197)
C (1.3641, -1.6360, -0.9350)
H (-0.1805, 1.1423, 2.1949)
H (1.3757, 1.2887, 1.6604)
H (0.0368, 2.1228, 0.7472)
H (2.6988, 1.2720, -0.3777)
H (3.1887, 0.2652, 1.1114)
H (3.5735, -0.1608, -0.7021)
H (0.3205, -1.8371, -0.9804)
H (1.7993, -2.4284, -0.3376)
H (1.7776, -1.6416, -1.8331)
O (-3.2234, 1.1124, -1.1164)
C (-3.4653, 0.2152, -0.3845)
O (-4.7338, -0.1745, -0.0787)
O (-2.5983, -0.6026, 0.2131)
H (-5.3825, 0.1857, -0.7492)
H (-1.6852, -0.4091, 0.0244)

Frontier orbital gap (Eh): 0.3765
Charge: 0

---

Run four
Below is 2 unconnected molecules or ions with the total composition C5H11NO3, with properties calculated with wB97M-V/def2-TZVPD.

Element x y z (Å)
C (-1.4576, -0.7619, 2.4808)
C (-1.5382, -0.0038, 1.3974)
C (-0.3310, 0.6353, 0.7951)
O (0.7667, 0.6811, 1.4219)
O (-0.7239, 1.7466, 0.0664)
H (-2.3204, -1.2646, 2.8902)
H (-0.5058, -0.9046, 2.9708)
H (-2.4689, 0.1686, 0.8741)
H (0.0725, 2.2213, -0.2118)
C (-0.5673, -0.4528, -1.9128)
N (0.2590, -0.5449, -0.7169)
C (1.9563, -0.1445, -0.7892)
O (2.2279, 1.1889, -0.6947)
H (-1.5988, -0.7373, -1.6854)
H (-0.2009, -1.1161, -2.7060)
H (-0.5488, 0.5792, -2.2555)
H (0.2374, -1.4933, -0.3498)
H (2.1939, -0.4622, -1.8060)
H (2.4229, -0.7555, -0.0158)
H (2.1252, 1.4203, 0.2472)

Frontier orbital gap (Eh): 0.3633
Charge: 0

---

What should be chosen as the least stable of them? Choose run two.